Entry 1:
Formula: C3H12O2S
Source: the OMol25 dataset
Level of theory: ωB97M-V with the def2-TZVPD basis set

## Properties
gap between HOMO and LUMO	9.91	eV
HOMO level	-9.240	eV
SMILES	CCCS.O.O
energy	-18235.6512	eV

XYZ file:
```
18
C3H12O2S, DFT ωB97M-V with the def2-TZVPD basis set
C -3.1478 1.4839 0.9020
C -1.8029 0.7797 0.8505
C -0.8427 1.4145 -0.1702
S 0.8616 0.6616 -0.1312
H -3.7824 0.9781 1.6350
H -3.0316 2.4995 1.2783
H -3.6961 1.4705 -0.0359
H -1.8602 -0.2808 0.6098
H -1.2923 0.8012 1.8133
H -1.1889 1.2461 -1.1845
H -0.7505 2.4810 -0.0032
H 1.3846 1.9072 -0.1269
O -0.0038 -2.6467 -0.4451
H 0.6024 -1.9003 -0.6358
H -0.3955 -2.3610 0.3923
O 3.4035 -1.7112 -0.7971
H 3.8068 -1.3641 0.0106
H 3.1146 -2.5767 -0.6005
```

Entry 2:
Formula: C9H21BiClIO2P2
Source: the OMol25 dataset
Level of theory: ωB97M-V with the def2-TZVPD basis set

## Properties
gap between HOMO and LUMO (spin up / spin down)	5.84 / 5.05	eV
total charge	+2
HOMO level (spin up / spin down)	-15.484 / -15.478	eV
energy	-58792.1158	eV

XYZ file:
```
37
C9H21BiClIO2P2, DFT ωB97M-V with the def2-TZVPD basis set
C 0.1498 2.6369 -2.3260
C 0.5404 1.3552 -1.7087
H 0.7945 2.8414 -3.2041
H 0.2823 3.4716 -1.5955
H -0.9093 2.5882 -2.6762
O 1.3787 0.5405 -1.9694
I -3.1421 2.3266 1.5857
Bi -1.0078 0.9093 0.3728
P -1.8399 -1.4190 -1.3255
C -0.7300 -2.6736 -2.0625
C -2.8763 -2.5260 -0.2913
H -3.4017 -3.2611 -0.9173
H -3.6052 -1.9071 -2.9554
H -3.5888 -1.9035 0.2614
H -3.5119 -0.1654 -2.5723
H -0.1919 -3.2276 -1.2857
H -2.2269 -3.0329 0.4310
C -2.9204 -1.0685 -2.7713
H -1.3035 -3.3794 -2.6773
H -2.2981 -0.9032 -3.6627
H 0.0019 -2.1539 -2.6866
P 1.6161 1.1370 1.8023
C 3.1388 0.1899 1.4358
C 2.3322 2.8213 1.9887
H 0.4335 1.0685 3.9020
H 2.2136 0.8921 4.1655
H 1.2245 -0.4846 3.5505
C 1.3572 0.6032 3.5395
H 1.5215 3.5618 1.9918
H 2.8906 2.9023 2.9316
H 3.9608 0.5188 2.0849
H 3.4040 0.3662 0.3898
H 3.0073 3.0278 1.1451
H 2.9765 -0.8846 1.5761
Cl -1.4491 -0.8318 2.2797
O 1.0952 -2.4704 0.8079
C 0.6833 -1.4659 0.4456
```

Entry 3:
Formula: CH7O5
Source: the OMol25 dataset
Level of theory: ωB97M-V with the def2-TZVPD basis set

## Properties
gap between HOMO and LUMO	9.23	eV
total charge	-1
HOMO level	-5.374	eV
energy	-11390.4588	eV

XYZ file:
```
13
CH7O5, DFT ωB97M-V with the def2-TZVPD basis set
O 1.3634 -0.4865 1.4281
C 0.2047 -0.0610 1.2112
O -0.3181 0.3809 0.1767
H -0.4420 -0.0918 2.1338
H -3.6632 0.5086 0.4898
H -2.1703 0.7936 0.9746
O -3.0503 0.4357 1.2123
H -0.6530 0.4875 -1.5761
H 0.4655 0.2187 -2.6123
O -0.4806 0.2195 -2.4975
H 1.8766 -1.1004 -1.2595
H 2.0949 -0.3880 0.0230
O 2.5807 -0.5478 -0.8782
```

Entry 4:
Formula: C2H4Cl2
Source: the OMol25 dataset
Level of theory: ωB97M-V with the def2-TZVPD basis set

## Properties
gap between HOMO and LUMO	12.02	eV
HOMO level	-11.002	eV
SMILES	ClCCCl
energy	-27183.9194	eV

XYZ file:
```
8
C2H4Cl2, DFT ωB97M-V with the def2-TZVPD basis set
Cl 0.8861 -0.2426 -1.9711
C 0.1400 0.5242 -0.5581
C -0.1340 -0.5170 0.5056
Cl -0.7023 0.3057 2.0113
H -0.8153 0.9612 -0.8386
H 0.8016 1.2937 -0.1743
H 0.7264 -1.1008 0.8220
H -0.9024 -1.2245 0.2032
```

Entry 5:
Formula: C4H10NS
Source: the OMol25 dataset
Level of theory: ωB97M-V with the def2-TZVPD basis set

## Properties
gap between HOMO and LUMO	6.92	eV
total charge	+1
HOMO level	-12.651	eV
energy	-16626.7686	eV

XYZ file:
```
16
C4H10NS, DFT ωB97M-V with the def2-TZVPD basis set
C 1.1390 -0.8635 1.2571
C 1.2200 0.8956 -0.5733
C 0.8436 -0.3598 0.0389
C 0.0697 -1.0836 -1.0084
N 1.9721 1.7710 -0.0149
S -3.0517 0.5554 0.4492
H 0.7248 -1.8740 1.4023
H 1.8302 -0.3565 1.9280
H 0.9528 1.2926 -1.5004
H -0.4096 -0.4600 -1.6071
H -0.6271 -1.7800 -0.4615
H 0.7171 -1.6156 -1.5442
H 2.3639 1.6121 0.9072
H -3.5822 0.2657 -0.8155
H 2.4960 2.5261 -0.4276
H -3.8330 -0.2341 1.1908
```

Entry 6:
Formula: C3H5IN2O
Source: the OMol25 dataset
Level of theory: ωB97M-V with the def2-TZVPD basis set

## Properties
gap between HOMO and LUMO	9.74	eV
HOMO level	-9.191	eV
SMILES	O=C1NNC[C@@H]1I
energy	-16318.6272	eV

XYZ file:
```
12
C3H5IN2O, DFT ωB97M-V with the def2-TZVPD basis set
O -1.7853 -1.7616 0.0354
C -0.8944 -0.9837 -0.1213
N 0.3883 -1.1990 -0.3665
N 1.2857 -0.0694 -0.1781
C 0.3503 1.0381 -0.2333
C -0.9089 0.5611 0.5376
I -0.3204 0.3266 2.5203
H 0.7740 -2.1457 -0.5157
H 1.8360 -0.0209 -0.9694
H 0.2160 1.2533 -1.2525
H 0.8309 1.8305 0.1615
H -1.7722 1.1708 0.3819
```

Entry 7:
Formula: C10H14F12MgN2O11S4
Source: the OMol25 dataset
Level of theory: ωB97M-V with the def2-TZVPD basis set

## Properties
gap between HOMO and LUMO	10.99	eV
HOMO level	-11.001	eV
energy	-117494.1745	eV

XYZ file:
```
54
C10H14F12MgN2O11S4, DFT ωB97M-V with the def2-TZVPD basis set
Mg 0.1250 0.0119 0.0531
C -0.5878 -3.9516 0.3120
F -1.5179 -3.4342 1.0829
F -0.2757 -5.1638 0.7921
F -1.0017 -4.1454 -0.9210
S 0.9884 -2.8778 0.4556
O 0.7229 -2.1553 1.6967
O 2.1812 -3.6596 0.4136
N 0.7866 -1.5886 -0.6649
S 1.1788 -2.1682 -2.0714
O 1.1105 -3.5930 -2.2769
O 0.6218 -1.3406 -3.1036
C 3.0898 -1.8097 -2.2209
F 3.2631 -0.4931 -2.3526
F 3.7769 -2.1352 -1.1199
F 3.6010 -2.4342 -3.2545
C -2.8191 2.6829 1.0755
F -3.8800 1.8985 0.8930
F -3.1882 3.9501 0.9810
F -2.3445 2.4655 2.2961
S -1.4793 2.4234 -0.2557
O -1.6624 3.3614 -1.3120
O -0.2661 2.5969 0.5235
N -1.4615 0.7720 -0.6747
S -2.5875 0.6797 -1.8433
O -3.6258 1.6807 -1.7808
O -2.0150 0.5538 -3.1484
C -3.4163 -0.9923 -1.5010
F -4.2563 -1.2831 -2.4635
F -2.4347 -1.8969 -1.5041
F -3.9985 -1.0093 -0.3076
C -1.9461 -0.3930 2.4399
O -0.7746 0.2387 1.9515
C 0.0472 0.5974 3.0794
C 1.4517 0.9898 2.5839
O 1.7086 0.4488 1.3014
C 2.9329 0.8563 0.6893
C 2.5916 1.8564 -0.3970
O 1.5232 1.2794 -1.1470
C 1.1954 2.0826 -2.2536
H -2.6673 -0.6159 1.6531
H -2.5241 0.2474 3.1073
H -1.7205 -1.3302 2.9525
H 0.1066 -0.2514 3.7606
H -0.4062 1.4171 3.6370
H 2.2047 0.5603 3.2563
H 1.6825 2.0589 2.6067
H 3.3388 -0.0489 0.2362
H 3.7097 1.2203 1.3617
H 3.4862 2.1136 -0.9643
H 2.1822 2.7452 0.0927
H 0.4157 1.6509 -2.8841
H 2.0891 2.2785 -2.8525
H 0.7451 3.0531 -2.0090
```

Entry 8:
Formula: C15H23BrI2N2O3PS
Source: the OMol25 dataset
Level of theory: ωB97M-V with the def2-TZVPD basis set

## Properties
gap between HOMO and LUMO	8.55	eV
total charge	+1
HOMO level	-11.910	eV
energy	-131412.2128	eV

XYZ file:
```
48
C15H23BrI2N2O3PS, DFT ωB97M-V with the def2-TZVPD basis set
C 1.1387 3.4615 -1.1228
C -0.1427 2.7499 -0.6827
P -1.1793 2.2175 -2.0964
C -0.0665 1.6672 -3.4355
N -1.8929 0.6592 -1.4825
C -3.2132 0.7678 -1.0893
C -3.6505 -0.4302 -0.6698
C -4.9901 -0.8523 -0.1558
C -6.0756 -0.3356 -1.0918
O -6.1182 -0.5786 -2.2535
Br -7.3937 0.7716 -0.2373
N -2.5844 -1.2795 -0.8224
C -1.5220 -0.6258 -1.3113
C -0.2585 -1.2992 -1.6001
I 1.4728 -0.3824 -0.9173
C -0.2589 -2.4902 -2.2198
C -1.4734 -3.2146 -2.7430
I 1.4807 -3.5540 -2.5969
H 1.4195 4.2051 -0.3810
H 1.9725 2.7702 -1.2157
H 1.0126 3.9969 -2.0647
H -0.7619 3.4429 -0.1135
H 0.0869 1.9252 -0.0104
H 0.9776 1.8524 -3.2088
H -0.2045 0.6186 -3.6866
H -0.3474 2.2613 -4.3031
H -3.7516 1.6976 -1.1426
H -5.1371 -0.4715 0.8504
H -5.0864 -1.9376 -0.1589
H -2.5997 -2.2589 -0.5904
H -1.1905 -3.9253 -3.5100
H -1.9256 -3.8107 -1.9458
H -2.2237 -2.5318 -3.1393
C 3.7738 0.0336 4.6520
C 3.3334 -1.3596 4.1783
C 2.7979 -1.2091 2.7475
S 3.6745 0.1977 2.0436
O 2.7159 1.2451 1.7645
O 4.5578 -0.2466 0.9953
C 4.5983 0.6244 3.5121
H 4.3532 -0.0156 5.5716
H 2.8989 0.6592 4.8399
H 4.1905 -2.0346 4.1816
H 2.5769 -1.7879 4.8330
H 2.9934 -2.0772 2.1231
H 1.7369 -0.9676 2.7283
H 4.7121 1.7049 3.5514
H 5.5736 0.1467 3.4267
```

Entry 9:
Formula: C9H17NO
Source: the OMol25 dataset
Level of theory: ωB97M-V with the def2-TZVPD basis set

## Properties
gap between HOMO and LUMO	8.08	eV
HOMO level	-7.524	eV
energy	-13140.6965	eV

XYZ file:
```
28
C9H17NO, DFT ωB97M-V with the def2-TZVPD basis set
C -0.0382 1.9359 -0.2754
C -0.0089 1.6111 1.0267
C 0.3316 0.9668 -1.2749
C 0.1228 0.1515 1.4076
C -0.5805 0.8637 -2.4580
C 1.7512 0.5895 -1.5775
C 1.6035 -0.0524 1.7908
C -0.7648 -0.2177 2.5134
C -0.9796 -2.5415 -0.5058
N 0.0670 -0.7086 0.1602
O -1.2024 -1.2623 0.0080
H -0.2467 3.0025 -0.6012
H -0.5010 2.2468 1.7633
H -1.4999 0.4962 -2.0143
H -0.2743 0.2676 -3.2503
H -0.7277 1.9658 -2.8887
H 1.8690 -0.5066 -1.7743
H 2.4998 0.7451 -0.8661
H 2.0757 1.1686 -2.5111
H 2.2401 -0.0929 0.8908
H 1.6999 -1.0646 2.2456
H 1.9270 0.7510 2.5782
H -0.7532 -1.3176 2.7788
H -1.7450 -0.1684 2.1512
H -0.4265 0.4707 3.3469
H -2.0270 -2.7940 -0.7405
H -0.6692 -3.2843 0.3452
H -0.2315 -2.5180 -1.2772
```

Entry 10:
Formula: C26H79N5O11
Source: the OMol25 dataset
Level of theory: ωB97M-V with the def2-TZVPD basis set

## Properties
gap between HOMO and LUMO	8.28	eV
HOMO level	-8.057	eV
SMILES	COC[C@H](C)N.COC[C@H](C)N.COC[C@H](C)N.COC[C@H](C)N.COC[C@H](C)N.CO.CO.CO.CO.CO.CO
energy	-58196.5700	eV

XYZ file:
```
121
C26H79N5O11, DFT ωB97M-V with the def2-TZVPD basis set
C -1.4726 -1.8467 2.4271
O -2.6146 -2.4387 1.8861
C -3.7766 -1.7557 2.1081
C -5.0186 -2.5557 1.7561
C -4.7936 -2.8247 0.1991
N -6.2396 -1.9327 1.9851
H -1.0126 -0.9497 2.1061
H -0.7446 -2.7797 2.5161
H -1.6166 -1.6677 3.4921
H -3.6996 -1.6857 3.1981
H -3.8376 -0.7067 1.7531
H -4.7796 -3.4977 2.1791
H -5.6096 -3.4237 -0.1939
H -3.8036 -3.4527 0.2041
H -4.6676 -1.9047 -0.5189
H -6.3906 -1.9857 3.0911
H -6.8516 -2.9097 1.9111
C 2.6524 4.8813 6.6501
O 2.8234 4.0763 5.5441
C 3.8804 4.4543 4.6751
C 3.5804 3.7083 3.3981
C 3.5234 2.1813 3.6481
N 4.5284 4.0903 2.3641
H 2.8074 5.9953 6.4911
H 3.3144 4.5163 7.4031
H 1.4684 4.7573 6.8701
H 3.8494 5.5773 4.5341
H 4.8134 4.0863 5.2411
H 2.5964 3.8233 3.1911
H 3.1914 1.6533 2.8011
H 2.7684 1.9173 4.3081
H 4.5154 1.9693 3.9731
H 5.4124 3.7363 2.7551
H 4.7634 4.9983 2.3471
C -1.4096 -5.5397 0.3941
O -0.6676 -5.8017 -0.8199
C 0.6334 -5.4667 -0.8019
C 1.1174 -5.6197 -2.2179
C 0.8234 -6.9927 -2.8299
N 2.6424 -5.3827 -2.2019
H -1.0216 -5.9657 1.1231
H -2.5466 -5.7737 0.3281
H -1.3926 -4.5607 0.6991
H 0.6324 -4.4127 -0.4849
H 0.9814 -6.1957 -0.1659
H 0.8224 -4.9487 -3.0269
H 1.1894 -7.7337 -2.1449
H 1.2574 -7.2577 -3.8169
H -0.2516 -7.3127 -2.8019
H 2.8284 -4.7907 -1.5059
H 2.8704 -5.1567 -3.2479
C 2.0604 -0.0187 -3.5539
O 2.0234 -0.9647 -4.5779
C 2.6164 -2.1037 -4.1449
C 2.9924 -3.1167 -5.3919
C 1.8044 -3.5367 -6.3359
N 3.4864 -4.3117 -4.8079
H 3.0394 0.2373 -3.1269
H 1.5034 -0.2587 -2.7609
H 1.4114 0.7593 -3.9079
H 3.5604 -2.1747 -3.6029
H 1.9944 -2.8127 -3.4559
H 3.6404 -2.6297 -5.9359
H 1.0624 -4.1117 -5.8169
H 1.9504 -4.1207 -7.2999
H 1.4024 -2.5687 -6.6059
H 4.3834 -4.0267 -4.0179
H 3.9764 -4.9477 -5.5779
C -0.9346 -1.6327 -1.2439
O -0.3476 -0.4147 -0.8049
C -1.2556 0.6423 -0.6569
C -0.5056 2.0423 -0.3839
C 0.1694 1.8973 0.9991
N -1.5776 3.1353 -0.3389
H -0.2766 -2.6427 -1.1499
H -1.0506 -1.7827 -2.2779
H -1.8406 -1.9637 -0.5909
H -1.6486 0.8673 -1.6469
H -2.2606 0.5053 -0.1899
H 0.1744 2.0933 -1.1719
H 0.5124 2.9863 1.0321
H 1.0284 1.4033 1.0921
H -0.5296 1.5293 1.7081
H -2.3626 2.9433 0.4211
H -2.1636 3.0563 -1.0709
C -1.8866 2.2003 -4.2919
O -1.5156 2.4313 -5.6259
H -1.6046 2.7753 -3.5059
H -1.4476 1.3243 -3.9249
H -2.8866 1.9603 -3.9879
H -1.0986 1.5953 -6.0339
C 3.0414 3.7513 -1.1559
O 3.4574 2.6623 -0.3289
H 3.1064 3.4933 -2.1319
H 3.6664 4.3833 -0.6659
H 1.8954 3.9463 -0.9989
H 3.8474 2.7813 0.5141
C -4.2236 4.4563 -2.1669
O -4.1936 3.1283 -2.2409
H -5.3146 4.7243 -2.0239
H -3.7516 5.1103 -2.9579
H -3.7216 4.9413 -1.3379
H -4.7886 2.8203 -2.8999
C -0.5416 3.7243 4.6271
O -1.7166 3.9393 5.2591
H 0.1874 3.0033 5.0651
H 0.0434 4.7273 4.4151
H -0.8906 3.2123 3.5551
H -2.1886 3.1523 5.3961
C 2.6614 -1.8677 0.7661
O 3.0174 -1.7967 -0.6129
H 1.5534 -1.8987 0.9261
H 3.2574 -0.9887 1.0601
H 3.1674 -2.5907 1.2611
H 2.2394 -1.3967 -0.7969
C -4.1456 4.3263 2.9361
O -3.5906 5.4013 3.6441
H -4.6546 3.6593 3.5301
H -3.2186 3.8163 2.5091
H -4.9406 4.8063 2.3401
H -2.9226 5.1383 4.3071
```

Entry 11:
Formula: C2H8NO
Source: the OMol25 dataset
Level of theory: ωB97M-V with the def2-TZVPD basis set

## Properties
gap between HOMO and LUMO	9.80	eV
total charge	+1
HOMO level	-13.695	eV
energy	-5733.8185	eV

XYZ file:
```
12
C2H8NO, DFT ωB97M-V with the def2-TZVPD basis set
N -0.0819 1.8992 0.2187
H 0.5516 1.3681 -0.4039
H -0.5086 1.2036 0.8413
H -0.7854 2.3264 -0.3780
H 0.3492 2.6165 0.8012
C -0.9679 -1.3578 -0.0696
C 0.3405 -1.4456 0.0376
O 1.2759 -0.4982 -0.3210
H -1.5227 -2.2643 0.0830
H -1.5445 -0.5658 -0.5380
H 0.8164 -2.3602 0.3765
H 2.0774 -0.9219 -0.6477
```

Entry 12:
Formula: C5H9NO3
Source: the OMol25 dataset
Level of theory: ωB97M-V with the def2-TZVPD basis set

## Properties
gap between HOMO and LUMO	9.21	eV
HOMO level	-8.922	eV
energy	-12958.5140	eV

XYZ file:
```
18
C5H9NO3, DFT ωB97M-V with the def2-TZVPD basis set
C -2.6896 0.7797 0.1380
C -0.2649 -0.9342 -0.0438
C -0.1539 -2.4103 -0.2088
C 2.1155 1.1693 0.3947
C 0.9460 1.1617 -0.5571
N -2.0365 -0.3463 0.2315
O -3.5950 1.0163 -0.6110
O -0.8251 -0.3814 1.1062
O 0.5601 -0.2054 -0.8058
H -2.4314 1.4199 0.9196
H 0.5947 -2.5552 -1.0726
H -1.0745 -2.8252 -0.5113
H 0.0664 -2.8340 0.7157
H 2.0512 0.6837 1.4782
H 2.9895 0.8235 0.0146
H 2.2566 2.3264 0.4558
H 1.4304 1.4369 -1.4875
H 0.0605 1.6746 -0.1563
```

Q: Number 5 is which compound?
A: C4H10NS